{"formula": "C26H35F3N9O3RbS2", "method": "the ωB97M-V functional and the def2-TZVPD basis", "charge": -2, "gap_ev": 4.338, "e_tot_ha": -2850.27882, "e_above_lowest_ev": 1.005, "homo_energy_ev": -0.6, "species": ["Rb", "C", "C", "N", "C", "C", "C", "C", "C", "C", "C", "N", "C", "C", "N", "N", "H", "H", "H", "H", "H", "H", "H", "H", "H", "H", "H", "H", "H", "H", "H", "H", "H", "H", "F", "C", "F", "F", "C", "C", "O", "H", "H", "H", "O", "S", "O", "N", "C", "S", "C", "C", "C", "C", "C", "C", "H", "H", "H", "H", "C", "C", "C", "C", "N", "C", "N", "N", "N", "H", "H", "H", "H", "H", "H", "H", "H", "H", "H"], "positions_angstrom": [[-0.22624, 0.56483, 1.15556], [-2.68085, 2.32419, -0.90437], [-1.86407, 1.87953, -2.12704], [-0.47050, 1.53396, -1.85394], [0.04188, 0.50530, -2.77294], [-0.74341, -0.77509, -2.77625], [-0.94555, -1.48214, -3.96502], [-1.79330, -2.60365, -3.88344], [-2.35413, -2.98919, -2.68412], [-2.00367, -2.21608, -1.55012], [-2.48381, -2.71841, -0.20169], [-2.76075, -1.70157, 0.77058], [-4.01522, -0.91395, 0.62262], [-3.92261, 0.33418, -0.32308], [-2.90063, 1.23319, 0.06598], [-1.23785, -1.17303, -1.58283], [-3.62727, 2.74862, -1.17404], [-2.09102, 3.14847, -0.42425], [-1.98540, 2.71450, -2.83012], [-2.41990, 1.01610, -2.49532], [0.14294, 2.30514, -1.78585], [1.08157, 0.32052, -2.49899], [0.08911, 0.81480, -3.85709], [-0.46671, -1.21752, -4.86237], [-2.02397, -3.15361, -4.78317], [-3.04713, -3.82572, -2.66553], [-1.68394, -3.36957, 0.17789], [-3.34527, -3.40584, -0.30999], [-2.51585, -1.88703, 1.72899], [-4.25897, -0.49207, 1.60295], [-4.78913, -1.57912, 0.27126], [-4.93373, 0.77958, -0.29255], [-3.69008, 0.01329, -1.35578], [-3.01656, 1.59511, 1.00219], [3.72864, -2.16363, -0.55756], [3.16848, -1.43913, -1.64631], [2.44138, -2.50446, -2.29554], [2.09045, -0.87470, -0.90275], [-3.29852, 0.89042, 5.13524], [-3.11047, 0.70361, 3.60146], [-2.07601, 1.20518, 3.16561], [-4.28340, 1.32848, 5.31371], [-2.49730, 1.54137, 5.54350], [-3.28209, -0.09534, 5.57806], [2.95291, 6.28589, 3.75935], [1.82766, 6.59950, 2.90306], [0.81714, 7.41354, 3.54159], [1.21963, 5.29496, 2.20794], [1.35066, 5.27085, 0.88805], [0.75322, 4.01644, -0.08486], [2.07639, 6.51554, 0.38324], [2.48685, 6.85670, -0.89770], [3.22394, 8.03054, -1.10465], [3.57513, 8.82853, -0.02222], [3.17023, 8.50586, 1.27539], [2.42987, 7.35901, 1.46396], [2.27460, 6.15526, -1.71363], [3.58928, 8.30289, -2.10128], [4.20488, 9.71021, -0.17611], [3.53344, 9.08878, 2.11879], [3.75630, -5.31465, 1.16681], [2.96203, -5.98501, 0.05586], [2.48439, -7.39687, 0.48615], [1.85968, -5.11970, -0.49578], [1.00674, -4.49294, 0.49266], [1.05529, -3.21211, 0.84058], [0.16402, -2.98207, 1.80910], [-0.38398, -4.20243, 2.06181], [0.07425, -5.11035, 1.23665], [4.59459, -5.93538, 1.45476], [3.09427, -5.26979, 2.04898], [4.01711, -4.30912, 0.89784], [3.66701, -6.11296, -0.75531], [1.57743, -7.28383, 1.09534], [3.22913, -7.92965, 1.06487], [2.15085, -7.97116, -0.38546], [1.21723, -5.73889, -1.18657], [2.34943, -4.31260, -1.06786], [1.69922, -2.47451, 0.36511]], "forces_ev_per_a": [[-0.108, -0.124, -0.154], [1.707, -0.051, 1.530], [-0.749, 0.598, 0.532], [-1.435, -2.028, -0.568], [0.581, 0.893, -0.742], [0.068, -0.089, 0.257], [-1.066, -0.840, 2.131], [0.410, 0.377, -0.254], [0.429, 0.850, -0.233], [-1.393, -2.090, 0.162], [-0.075, -0.194, 0.843], [-0.549, 1.279, -0.392], [1.702, 0.421, -0.095], [-0.271, -1.620, 0.011], [1.021, 1.127, -0.339], [0.813, 0.998, -0.883], [-0.745, 0.414, -0.721], [-0.521, -0.683, -0.055], [0.200, -0.178, -0.408], [0.479, -0.051, -0.460], [0.541, 0.910, -0.098], [-0.057, -0.228, 0.091], [-0.160, 0.171, 0.709], [0.393, 0.480, -0.979], [0.008, -0.146, -0.178], [0.130, 0.152, 0.341], [-0.155, 0.246, -0.012], [0.002, 0.129, -0.430], [-0.037, -0.205, -0.027], [0.018, -0.320, 0.102], [-0.712, -0.211, -0.213], [-0.054, 0.058, -0.261], [-0.402, 0.028, 0.326], [-0.141, -0.104, 0.277], [0.549, -0.480, -0.009], [-0.216, -0.097, 0.096], [0.141, 0.014, 0.019], [-0.383, 0.507, -0.039], [0.388, 0.667, -0.346], [-0.777, -0.338, 0.154], [0.612, 0.266, -0.252], [-0.043, -0.011, 0.047], [-0.238, -0.243, 0.039], [0.017, -0.376, 0.288], [-0.047, -0.132, -0.320], [0.307, 0.294, 1.815], [-0.059, -0.099, -0.494], [-0.266, -0.498, -0.643], [-0.210, 0.115, 0.526], [0.451, 0.717, 0.166], [0.429, 0.533, 0.451], [-0.066, -0.423, -0.311], [0.059, -0.208, 0.045], [0.076, 0.291, 0.071], [0.384, -0.074, 0.037], [-0.229, -0.321, -1.808], [-0.014, 0.373, 0.277], [-0.248, -0.204, 0.348], [-0.252, -0.270, 0.012], [-0.271, -0.032, -0.086], [-1.443, -0.428, 0.713], [0.612, -1.184, 0.596], [-0.928, 0.904, -0.240], [-0.396, -0.477, -1.361], [-0.079, 0.290, 0.001], [-0.583, 0.942, 0.600], [0.867, -1.253, -0.430], [0.037, -0.180, -0.993], [0.173, 0.728, 0.941], [0.413, 0.094, -0.087], [0.282, 0.171, -0.070], [0.471, 0.479, -0.096], [0.098, -0.085, -0.528], [0.259, -0.047, 0.146], [0.202, -0.172, -0.057], [0.320, -0.086, 0.066], [0.533, 0.766, 0.608], [-0.626, -0.159, 0.184], [-0.177, -0.242, 0.109]]}